#A
# C4H5NO3

A cluster of 3 separate species, C4H5NO3 in total (the ωB97M-V functional and the def2-TZVPD basis, the OMol25 dataset).

Bonds (Å) are listed after each position.
Atoms and positions in Å:
1 C -2.471 0.323 0.479  O6 1.361, O7 1.200
2 C 1.963 0.108 -0.948  N3 1.343, O8 1.194
3 N 2.798 -0.161 0.069  C2 1.343, H10 1.005, H11 1.017
4 C -0.152 -0.500 -0.280  C5 1.222, H12 1.066
5 C -0.240 0.705 -0.096  C4 1.222, H13 1.067
6 O -2.927 -0.951 0.622  C1 1.361, H9 0.982
7 O -3.151 1.284 0.711  C1 1.200
8 O 2.231 0.401 -2.074  C2 1.194
9 H -3.842 -0.908 0.975  O6 0.982
10 H 2.437 -0.346 0.988  N3 1.005
11 H 3.804 -0.166 -0.080  N3 1.017
12 H -0.264 -1.560 -0.278  C4 1.066
13 H -0.187 1.771 -0.088  C5 1.067

As for the HOMO energy (alpha / beta): -7.699 / -6.994 eV.

These are the natural (NBO) partial charges, in e, on atoms 1 to 2: 0.6712 0.6341


#B
# C4H5NO3

An isolated molecule of C4H5NO3 (the ωB97M-V functional and the def2-TZVPD basis, the OMol25 dataset).

Bonds (Å) are listed after each position.
Atoms and positions in Å:
1 N -0.091 2.382 -0.930  C2 1.277
2 C -0.238 1.653 0.109  N1 1.277, C3 1.515
3 C -0.585 0.372 0.840  C2 1.515, O4 1.526, O8 1.400, H9 1.039
4 O 0.679 -0.284 1.390  C3 1.526, C5 1.438
5 C 1.310 -1.072 0.366  O4 1.438, O6 1.447, H10 1.264, H11 1.215
6 O 0.817 -0.640 -0.924  C5 1.447, C7 1.465
7 C -0.615 -0.946 -0.986  O6 1.465, O8 1.457, H12 1.114, H13 1.141
8 O -1.389 -0.571 0.189  C3 1.400, C7 1.457
9 H -1.234 0.825 1.512  C3 1.039
10 H 1.224 -2.333 0.351  C5 1.264
11 H 2.525 -1.046 0.354  C5 1.215
12 H -0.732 -2.001 -1.325  C7 1.114
13 H -1.231 -0.210 -1.603  C7 1.141

As for the HOMO energy: -10.654 eV. The structure (SMILES) is N#CC1OCOCO1.

These are the natural (NBO) partial charges, in e, on atoms 1 to 2: -0.2551 0.1969


Bottom line: #B, by a margin of 1.176 eV.


#A
# C4H5NO3

An isolated molecule of C4H5NO3 (the ωB97M-V functional and the def2-TZVPD basis, the OMol25 dataset).

Bonds (Å) are listed after each position.
Atoms and positions in Å:
1 N 1.459 2.223 2.295  C2 1.146
2 C 1.032 1.344 1.695  N1 1.146, C3 1.472
3 C 0.595 0.242 0.823  C2 1.472, O4 1.378, O8 1.394, H9 1.123
4 O -0.782 0.270 0.879  C3 1.378, C5 1.407
5 C -1.448 -0.530 -0.067  O4 1.407, O6 1.391, H10 1.098, H11 1.108
6 O -0.960 -0.321 -1.353  C5 1.391, C7 1.424
7 C 0.461 -0.242 -1.391  O6 1.424, O8 1.383, H12 1.116, H13 1.112
8 O 0.963 0.648 -0.459  C3 1.394, C7 1.383
9 H 0.981 -0.786 1.059  C3 1.123
10 H -2.492 -0.188 -0.056  C5 1.098
11 H -1.407 -1.589 0.254  C5 1.108
12 H 0.924 -1.251 -1.279  C7 1.116
13 H 0.674 0.178 -2.399  C7 1.112

As for the HOMO energy: -11.005 eV. The structure (SMILES) is N#CC1OCOCO1.

These are the natural (NBO) partial charges, in e, on atoms 1 to 2: -0.2595 0.2535


#B
# C4H5NO3

An isolated molecule of C4H5NO3 (the ωB97M-V functional and the def2-TZVPD basis, the OMol25 dataset).

Bonds (Å) are listed after each position.
Atoms and positions in Å:
1 N -0.533 2.195 0.847  C2 1.402, H9 1.038, H10 1.090
2 C -0.035 1.036 0.233  N1 1.402, O3 1.415, C7 1.401
3 O 1.376 0.926 0.237  C2 1.415, C4 1.383
4 C 1.589 -0.380 -0.166  O3 1.383, C5 1.432, H11 1.091
5 C 0.375 -1.090 -0.438  C4 1.432, O6 1.413, C7 1.443
6 O 0.377 -2.262 -1.227  C5 1.413, H12 1.086
7 C -0.675 -0.178 -0.050  C2 1.401, C5 1.443, O8 1.424
8 O -2.054 -0.436 0.193  C7 1.424, H13 0.963
9 H -0.735 2.318 1.857  N1 1.038
10 H -1.475 2.128 0.303  N1 1.090
11 H 2.661 -0.577 -0.115  C4 1.091
12 H 1.427 -2.399 -1.470  O6 1.086
13 H -2.298 -1.280 -0.203  O8 0.963

As for the HOMO energy: -7.894 eV. The structure (SMILES) is Nc1occ(O)c1O.

These are the natural (NBO) partial charges, in e, on atoms 1 to 2: -0.8417 0.3542


#C
# C4H5NO3

A cluster of 2 separate species, C4H5NO3 in total (the ωB97M-V functional and the def2-TZVPD basis, the OMol25 dataset).

Bonds (Å) are listed after each position.
Atoms and positions in Å:
1 O 2.792 2.342 -1.277  C2 1.152
2 C 1.784 1.786 -1.223  O1 1.152, N3 1.200
3 N 0.823 1.069 -1.271  C2 1.200, C4 1.381
4 C -0.435 0.839 -0.750  N3 1.381, O5 1.214, O6 1.340
5 O -1.324 0.309 -1.385  C4 1.214
6 O -0.612 1.467 0.420  C4 1.340, H7 0.969
7 H -1.512 1.297 0.739  O6 0.969
8 C 0.119 -1.595 0.249  C9 1.321, H10 1.133, H11 1.081
9 C -0.606 -1.477 1.347  C8 1.321, H12 1.081, H13 1.080
10 H -0.373 -1.543 -0.771  C8 1.133
11 H 1.199 -1.592 0.270  C8 1.081
12 H -0.168 -1.399 2.332  C9 1.081
13 H -1.686 -1.502 1.321  C9 1.080

As for the HOMO energy: -10.338 eV. The structure (SMILES) is O=C=NC(=O)O.C=C.

These are the natural (NBO) partial charges, in e, on atoms 1 to 2: -0.4651 0.9226


#D
# C4H5NO3

A cluster of 2 separate species, C4H5NO3 in total (the ωB97M-V functional and the def2-TZVPD basis, the OMol25 dataset).

Bonds (Å) are listed after each position.
Atoms and positions in Å:
1 C 1.000 0.437 0.868  C2 1.409, C4 1.298, O11 1.377
2 C 0.157 -0.687 0.971  C1 1.409, C3 1.392, H6 1.130
3 C -0.623 -0.757 -0.179  C2 1.392, N10 1.413, O12 1.427
4 C 0.844 0.949 -0.314  C1 1.298, H9 1.304, N10 1.416
5 H 1.452 0.417 2.765  O11 1.082
6 H -0.147 -1.167 1.948  C2 1.130
7 H -2.849 -0.605 -0.816  no bonds
8 H -0.181 -0.510 -2.779  O13 1.062
9 H 1.032 2.240 -0.349  C4 1.304
10 N -0.109 0.218 -1.064  C3 1.413, C4 1.416, O13 1.444
11 O 1.946 0.681 1.838  C1 1.377, H5 1.082
12 O -1.784 -1.511 -0.527  C3 1.427
13 O -0.736 0.294 -2.362  H8 1.062, N10 1.444

As for the HOMO energy: -8.235 eV.

These are the natural (NBO) partial charges, in e, on atoms 1 to 2: 0.1923 -0.4054


Bottom line: #C, by a margin of 0.965 eV.


#A
# C4H5NO3

A cluster of 2 separate species, C4H5NO3 in total (the ωB97M-V functional and the def2-TZVPD basis, the OMol25 dataset).

Bonds (Å) are listed after each position.
Atoms and positions in Å:
1 C -0.137 -1.462 -0.631  N2 1.444, H11 1.091, H12 1.096, H13 1.094
2 N -0.833 -0.376 0.018  C1 1.444, C4 1.435, H9 1.015
3 C 0.289 0.420 2.045  O6 1.135
4 C -0.514 1.022 0.071  N2 1.435, C5 1.524, O7 1.227
5 C 0.800 1.480 -0.548  C4 1.524, O8 1.200, H10 1.106
6 O 0.836 -0.468 2.493  C3 1.135
7 O -1.420 1.840 0.194  C4 1.227
8 O 1.764 0.837 -0.857  C5 1.200
9 H -1.810 -0.541 0.237  N2 1.015
10 H 0.830 2.585 -0.606  C5 1.106
11 H 0.685 -1.155 -1.278  C1 1.091
12 H -0.801 -2.066 -1.260  C1 1.096
13 H 0.311 -2.116 0.123  C1 1.094

As for the HOMO energy: -9.758 eV.

These are the natural (NBO) partial charges, in e, on atoms 1 to 2: -0.4270 -0.6327


#B
# C4H5NO3

An isolated molecule of C4H5NO3 (the ωB97M-V functional and the def2-TZVPD basis, the OMol25 dataset).

Bonds (Å) are listed after each position.
Atoms and positions in Å:
1 C -1.421 1.840 1.516  C2 1.568, H9 1.193, H10 1.117, H11 1.289
2 C -0.686 0.684 0.752  C1 1.568, C3 1.332, O8 1.289
3 C -0.004 -0.344 1.255  C2 1.332, C4 1.445, H12 1.190
4 C 0.608 -1.041 0.147  C3 1.445, O5 1.303, N6 1.522
5 O 1.467 -2.021 0.159  C4 1.303
6 N 0.500 -0.019 -0.975  C4 1.522, O7 1.238, O8 1.505
7 O 0.359 -0.424 -2.137  N6 1.238, H13 1.051
8 O -0.640 0.855 -0.524  C2 1.289, N6 1.505
9 H -0.652 2.748 1.598  C1 1.193
10 H -1.812 1.368 2.450  C1 1.117
11 H -2.540 2.308 1.078  C1 1.289
12 H 0.042 -0.587 2.419  C3 1.190
13 H 0.994 0.179 -2.718  O7 1.051

As for the HOMO energy: -9.291 eV. The structure (SMILES) is Cc1cc(=O)n(O)o1.

These are the natural (NBO) partial charges, in e, on atoms 1 to 2: -0.6804 0.3947


Bottom line: #A, by a margin of 3.598 eV.